Density functional theory data (ωB97M-V/def2-TZVPD) for a structure of composition C23H51BN2O6Si2.

XYZ file:
```
85
Properties=species:S:1:pos:R:3:forces:R:3
H 2.2637 -0.0228 -1.8591 1.0191 2.3655 0.6092
O 0.8934 -1.2681 -5.0413 1.4826 -3.0735 -1.4374
H -4.4499 1.8977 -0.3928 -1.1615 -2.1452 0.8203
H 3.8517 -1.2040 -5.2021 -0.1517 -0.0789 0.0795
C 0.7758 3.6193 6.2803 0.1408 -0.0915 -0.2269
H -1.9114 -1.2938 -2.0794 0.1822 0.1047 -0.4024
H -1.3850 0.3680 2.5490 0.2779 0.2154 0.2945
N 1.4083 -2.5192 -5.4291 -2.2306 3.5110 2.9381
C 2.6187 1.5637 -0.1766 0.7896 -4.4758 3.8899
C -4.9384 0.8774 -0.0139 0.5817 -0.1744 0.1864
C 0.2551 -3.4858 -5.4647 -1.2694 -1.2918 -1.0873
C -0.8481 1.5542 4.3399 0.8840 -0.9344 -1.6559
C -0.0829 0.5581 6.5808 0.0305 -0.0225 -0.0414
C 0.6112 -4.7156 -6.3440 0.2054 -0.1285 -0.1165
C -0.6499 1.7757 7.2946 -0.2288 -0.1424 -0.2401
H -0.8945 -4.7973 -4.1406 0.0978 0.1993 -0.2878
C -0.8257 0.3121 5.2711 -0.1080 0.1970 0.2605
H -0.7618 -2.5245 -7.1788 0.0395 -0.0192 0.1857
C -0.1739 -3.9733 -4.0545 0.2555 0.2042 0.1486
H -0.6964 -3.1673 -3.5231 0.1092 0.0567 -0.1920
H -0.3640 -0.5405 4.7557 -0.0760 0.3074 -0.1792
H -2.4089 3.8818 7.5296 0.2133 0.0004 -0.2784
H -5.0585 0.9030 1.1546 -0.2519 0.1572 -2.2680
C 2.0555 -3.3406 -3.1076 -0.2988 0.1082 -0.1047
H -1.4804 5.0993 6.6298 -0.0026 -0.1917 -0.0142
H -1.7914 -3.6561 -6.2926 0.4297 -0.0831 0.1345
H 1.4388 -5.3532 -3.5959 -0.0197 0.0441 -0.0167
H -3.2222 0.6079 -2.8897 0.0547 0.3202 -0.4539
Si -1.0613 2.4781 -1.8968 0.9130 -0.5853 1.6327
H 1.6365 -2.5005 -2.5374 0.0276 0.0340 -0.2246
B -3.9096 -0.3841 -0.3422 -1.5558 -0.7497 2.0333
C 2.5400 -2.8422 -4.4955 2.0459 -0.4085 0.2559
C 0.0451 3.7044 -0.8695 -0.0930 0.8228 0.7155
H 0.7138 0.9987 2.8836 -0.2326 0.1310 0.2487
H -1.6717 1.5400 7.6217 0.0309 0.1738 -0.1798
H 1.3755 1.5707 4.3800 -0.0214 0.1155 0.0489
C 3.5049 -1.6306 -4.2550 -0.8144 0.2663 -0.1150
H 4.2821 -4.1743 -4.4469 -0.1618 0.2560 0.0142
O 2.3195 2.9855 0.1952 -0.8630 -3.7218 -0.9292
O 2.8111 0.6005 0.7654 -1.2898 6.7804 -5.9258
C 0.5507 1.7294 3.6880 0.1607 0.0947 0.0490
H -3.1705 -1.7255 1.0303 -1.7663 -0.1372 -1.6893
H 3.9514 -3.5030 -6.0468 -0.1919 -0.0050 0.1722
C -1.7724 1.2240 3.1156 -0.4164 0.4078 0.6424
C -1.4002 4.1783 7.2167 -0.5727 -0.4460 -0.4835
H 0.5352 3.5770 1.3921 1.1333 -1.1028 -2.3188
H 2.9930 -4.8317 -5.4041 -0.1184 0.0146 -0.0244
C -1.0111 -2.8935 -6.1775 0.4766 0.5839 0.3889
C 0.8316 3.0051 0.3878 -0.8746 -0.2335 0.6505
C -0.6634 3.0527 6.4123 1.1616 1.2383 1.2761
H 0.6429 -4.6745 -2.1889 0.0414 -0.0093 -0.1236
H 1.1594 -4.4138 -7.2461 -0.0508 -0.0076 0.2467
H 2.9040 -3.7103 -2.5189 0.0571 0.1805 -0.2912
H -0.3016 2.1767 -3.1366 -0.2900 -0.1897 -0.0036
H 0.9897 0.6875 6.4020 -0.0534 0.0069 -0.0328
H -0.2916 -5.2408 -6.6853 0.0940 0.3474 0.2053
H -0.7010 4.4987 -0.4132 1.5442 -1.4756 -0.8573
H 0.5379 1.8745 0.5816 0.1254 2.4455 -0.5491
H 4.3933 -1.9435 -3.6923 -0.2843 -0.2774 -0.1586
H -0.1832 -0.3211 7.2270 0.0479 0.0846 -0.0835
H 1.1918 -5.4717 -5.8190 0.1220 0.0768 0.0076
O -2.6520 2.7802 5.2047 3.6081 0.5039 -0.7033
N -1.2535 2.8173 5.0510 -4.5610 -1.6284 1.5567
H -1.4701 -2.0767 -5.6108 0.3099 -0.0378 -0.0885
H 0.7681 4.6015 5.7901 -0.1018 -0.2306 0.0460
H -1.8523 0.0039 5.5083 0.0198 0.2075 -0.0951
C 2.6890 1.0772 -1.7652 -0.1802 0.2385 0.3589
H -0.8546 4.4229 8.1366 0.1681 -0.2500 -0.3187
H 0.7541 4.3124 -1.6069 -1.2838 -1.4183 1.7458
C 3.4785 -3.8984 -5.1385 -0.1160 -0.1714 -0.1704
H 2.0415 1.7416 -2.4854 1.4493 -1.0393 1.5722
Si -2.5750 -0.0160 -1.7421 1.9355 -0.2063 1.2663
H -2.3333 3.1799 -2.2003 0.0253 -0.2388 -0.0278
H 1.2318 3.7519 7.2676 -0.2988 -0.0134 -0.0528
H 0.6565 2.7241 3.2355 -0.0303 -0.2229 0.2849
H -1.8313 2.0745 2.4270 -0.0024 -0.0658 0.1383
H -0.0740 1.9528 8.2112 -0.0772 0.2687 -0.2076
C 1.0005 -4.4327 -3.1960 -0.0436 -0.0232 -0.0238
H -5.9406 0.7061 -0.5950 1.6334 0.4343 1.3126
H -2.7888 0.9501 3.4168 0.1433 0.2749 0.0921
H 1.4618 2.9853 5.7281 -0.0548 -0.0683 -0.0865
O -3.9682 -1.6873 0.3922 1.6878 2.9222 0.3233
H 3.8246 1.0825 -2.0954 -2.4115 0.0725 0.7118
O -1.3517 1.0000 -0.9920 -1.1154 1.3135 -2.4229
H 3.0383 -0.8297 -3.6684 -0.0288 -0.2715 -0.3542
```
Forces are in eV/Å.

The molar mass is 518.65 g/mol. For the HOMO energy (spin up / spin down), the calculation gives -9.100 / -9.354 eV. The calculation puts the largest force on an atom at 0.17691 hartree/bohr. As for the net charge: 0. Its expectation value of S² is 2.0096. The value obtained for the total energy is -56368.8120 eV. The HOMO-LUMO gap (spin up / spin down) comes out at 9.0 / 9.0 eV. The spin multiplicity is 3. The calculation puts the LUMO energy (spin up / spin down) at -0.08 / -0.39 eV.